{"formula": "C5H20Cs2N10O9S", "method": "wB97M-V/def2-TZVPD", "gap_ha": [0.2466, 0.1267], "max_force_ha_per_bohr": 0.1384, "spin_multiplicity": 2, "total_energy_ev": -50765.9121, "s2": 0.76, "total_charge": 1, "symbols": ["Cs", "Cs", "S", "O", "O", "O", "O", "C", "O", "N", "N", "H", "H", "H", "H", "C", "O", "N", "N", "H", "H", "H", "H", "C", "O", "N", "N", "H", "H", "H", "H", "C", "O", "N", "N", "H", "H", "H", "H", "C", "O", "N", "N", "H", "H", "H", "H"], "coordinates": [[-9.116, -2.260, -21.461], [-8.067, -1.213, -17.238], [-11.530, -0.348, -18.660], [-11.955, 0.943, -19.199], [-12.584, -1.309, -18.927], [-10.246, -0.776, -19.223], [-11.453, -0.242, -17.216], [-10.199, 0.864, -13.894], [-10.367, 2.023, -14.277], [-10.290, -0.198, -14.665], [-9.949, 0.467, -12.682], [-10.088, -1.086, -14.227], [-10.639, -0.024, -15.596], [-9.712, 1.204, -12.033], [-9.771, -0.514, -12.520], [-11.490, 3.655, -17.250], [-11.149, 4.660, -16.623], [-11.666, 2.487, -16.743], [-11.783, 3.686, -18.493], [-11.411, 2.369, -15.773], [-11.809, 1.672, -17.322], [-12.197, 2.863, -18.908], [-11.789, 4.610, -18.899], [-14.467, -0.911, -22.030], [-14.771, -1.013, -23.221], [-13.418, -1.452, -21.469], [-15.184, -0.277, -21.211], [-12.743, -1.885, -22.083], [-13.292, -1.340, -20.473], [-16.038, 0.098, -21.599], [-15.032, -0.248, -20.213], [-15.545, 0.719, -17.926], [-16.661, 1.094, -17.582], [-14.641, 1.597, -18.330], [-15.132, -0.547, -17.988], [-13.732, 1.236, -18.578], [-14.950, 2.557, -18.390], [-14.201, -0.848, -18.238], [-15.896, -1.188, -17.829], [-11.416, -4.591, -18.698], [-11.226, -5.815, -18.578], [-12.549, -4.139, -19.106], [-10.646, -3.593, -18.534], [-12.702, -3.158, -19.293], [-13.293, -4.820, -19.149], [-11.035, -2.701, -18.804], [-9.650, -3.741, -18.460]], "forces_ev_per_angstrom": [[-0.364, 0.003, -0.222], [-0.387, 0.245, 0.249], [-1.300, 1.434, 0.360], [0.484, 0.837, -0.529], [-0.290, -1.696, -0.601], [1.401, -0.542, -0.686], [1.248, 0.200, 1.735], [-0.511, 1.024, -0.867], [0.006, 0.163, 0.044], [0.352, -1.231, -2.455], [0.973, 0.807, 3.561], [-0.638, -0.043, -0.906], [-0.347, -0.985, -0.310], [0.008, -0.564, 0.396], [0.042, 0.644, 0.661], [-1.542, -2.711, -1.082], [1.381, 2.694, 2.165], [0.290, -1.099, 3.222], [-0.314, 2.651, -3.569], [0.211, -0.476, 0.772], [0.185, -0.363, -0.195], [0.048, -0.034, -0.497], [-0.153, -0.391, -0.681], [0.418, -1.619, -4.654], [0.517, -0.102, -0.330], [2.989, -1.739, 0.358], [-4.379, 3.563, 3.558], [-0.303, -0.015, 0.372], [0.612, -0.189, -0.400], [0.076, 0.017, 0.386], [-0.192, 0.043, -0.253], [-1.862, 1.069, 0.544], [-0.085, -0.669, 0.024], [1.626, 1.380, -0.365], [-0.928, -1.742, 0.279], [0.010, 0.737, -0.397], [0.356, -0.254, -0.035], [-0.142, -0.086, 0.169], [0.492, -0.293, 0.088], [-1.661, -6.344, -0.411], [1.062, 1.247, 0.441], [-4.972, 0.168, -1.562], [5.718, 4.084, 1.129], [-0.503, -0.308, 0.226], [-0.045, 0.386, -0.215], [0.686, 0.105, 0.372], [-0.275, -0.003, 0.109]]}


{"formula": "C5H20F4HfN10O5", "method": "wB97M-V/def2-TZVPD", "gap_ha": 0.3118, "max_force_ha_per_bohr": 0.0864, "total_energy_ev": -42834.7937, "e_above_lowest_kcal_mol": 39.0, "total_charge": 0, "symbols": ["Hf", "F", "F", "F", "F", "C", "O", "N", "N", "H", "H", "H", "H", "C", "O", "N", "N", "H", "H", "H", "H", "C", "O", "N", "N", "H", "H", "H", "H", "C", "O", "N", "N", "H", "H", "H", "H", "C", "O", "N", "N", "H", "H", "H", "H"], "coordinates": [[0.816, 0.208, 0.412], [0.504, -0.959, 2.406], [2.453, 1.274, -0.862], [0.943, 2.051, 1.762], [2.047, -1.685, 0.026], [-0.086, 3.004, -1.440], [-0.230, 1.820, -1.110], [0.964, 3.405, -2.174], [-1.034, 3.914, -1.176], [1.054, 4.402, -2.251], [1.698, 2.756, -2.411], [-1.875, 3.548, -0.767], [-0.948, 4.881, -1.423], [3.769, 0.215, 2.546], [2.990, 0.232, 1.603], [3.653, 0.886, 3.703], [4.969, -0.412, 2.412], [2.855, 1.495, 3.794], [4.417, 0.962, 4.344], [5.079, -1.087, 1.675], [5.437, -0.574, 3.287], [0.084, -1.259, -2.893], [0.368, -0.590, -1.912], [-1.091, -1.075, -3.572], [0.853, -2.268, -3.303], [-1.817, -0.637, -3.035], [-1.360, -1.640, -4.357], [1.727, -2.386, -2.810], [0.603, -2.752, -4.145], [-1.487, -2.632, 0.075], [-0.864, -1.595, 0.219], [-2.679, -2.714, -0.560], [-1.020, -3.867, 0.462], [-3.108, -3.590, -0.320], [-3.187, -2.006, -1.048], [-0.158, -3.976, 0.970], [-1.645, -4.649, 0.409], [-2.533, 0.902, 1.263], [-1.359, 0.804, 0.979], [-2.969, 1.078, 2.533], [-3.618, 0.803, 0.417], [-2.368, 1.415, 3.266], [-3.879, 0.738, 2.768], [-3.434, 0.683, -0.564], [-4.535, 0.873, 0.803]], "forces_ev_per_angstrom": [[3.885, -0.516, 2.093], [0.179, 1.601, -2.191], [-2.068, -1.125, 1.128], [-0.414, -2.008, -1.750], [-1.685, 1.955, 0.054], [1.074, -1.503, -0.439], [-0.426, -0.114, 0.441], [-0.496, 0.812, -0.024], [-0.682, 0.392, 0.266], [0.621, -0.127, -0.356], [0.185, -0.088, 0.655], [0.056, 0.279, 0.202], [-0.144, -0.040, 0.006], [-0.082, 0.088, -1.938], [-0.510, 0.013, 0.444], [-1.078, 0.550, 0.625], [0.734, -0.314, 0.515], [0.016, -0.074, -0.026], [-0.010, 0.087, 0.011], [-0.236, 0.019, 0.038], [0.345, -0.390, -0.246], [-0.225, 0.162, 1.276], [-0.279, 0.383, 0.085], [-0.315, 0.352, -0.135], [0.432, -0.304, -0.473], [0.068, 0.200, -0.185], [0.003, -0.116, 0.119], [-0.007, -0.113, -0.140], [0.451, -0.255, 0.077], [1.827, 0.548, 0.145], [-0.237, -0.016, -0.439], [-0.664, -1.416, 0.296], [-0.329, 0.357, -0.013], [-0.861, 0.267, -0.688], [0.215, 0.307, 0.338], [0.019, 0.480, 0.066], [0.235, -0.185, 0.045], [-0.411, -0.537, 0.812], [-0.176, 0.319, -0.626], [-0.093, 0.376, 0.738], [1.358, -0.190, -0.683], [0.297, -0.424, -0.171], [-0.079, 0.197, 0.283], [-0.249, -0.051, 0.090], [-0.242, 0.160, -0.328]]}